1.
A cluster of 7 separate species, C52H57F6N4O in total in a non-equilibrium geometry. Source: OMol25; level of theory: the ωB97M-V functional and the def2-TZVPD basis.

Last column: Löwdin charge in e.
Element x y z (Å)
C1 5.60173 0.93432 0.18410  -0.086
C2 4.97827 -0.34770 0.90018  -0.193
N1 3.48821 -0.39626 0.96880  -0.072
C3 2.86279 0.84836 1.50089  -0.112
C4 2.39841 1.91023 0.39679  -0.232
C5 0.98707 2.52279 0.85679  -0.167
C6 -0.30265 1.82002 0.22491  -0.172
C7 -0.76003 0.49983 1.06847  -0.121
C8 -0.64241 -0.77199 0.10456  -0.230
O1 -1.79986 -1.67623 0.20398  -0.264
C9 -1.32280 -2.93702 -0.34137  -0.111
C10 2.45444 1.38293 -1.10446  -0.108
N2 2.22345 -0.08432 -1.27310  0.012
C11 2.73001 -0.49063 -2.63425  -0.265
C12 1.66065 -0.76357 -3.65335  0.022
C13 2.05967 -1.16565 -5.07863  0.011
C14 3.57939 -1.27184 -5.21090  -0.023
C15 4.45187 -0.98268 -4.01481  -0.100
N3 4.13891 -0.56627 -2.70185  0.115
C16 2.86453 -0.88657 -0.24826  -0.221
N4 2.83738 -2.22137 -0.40782  0.236
H1 6.74274 0.96319 0.34461  0.098
H2 5.22461 1.93688 0.60690  0.078
H3 5.44022 0.95482 -0.95201  0.062
H4 5.42622 -0.46728 1.94957  0.136
H5 5.34544 -1.26143 0.29984  0.128
H6 1.94457 0.51242 2.10938  0.117
H7 3.61800 1.32893 2.20837  0.129
H8 3.15142 2.78043 0.45374  0.130
H9 0.91185 2.39198 1.99819  0.117
H10 1.02295 3.65935 0.67720  0.115
H11 -1.17375 2.56186 0.37156  0.121
H12 -0.25033 1.62548 -0.89316  0.084
H13 -0.20965 0.39946 2.05689  0.094
H14 -1.87773 0.59472 1.33319  0.130
H15 0.26038 -1.37698 0.45053  0.098
H16 -0.58288 -0.48805 -1.01217  0.107
H17 -2.15114 -3.40577 -0.98298  0.100
H18 -0.41365 -2.83590 -1.02337  0.081
H19 -1.12406 -3.62237 0.56173  0.110
H20 1.68066 1.91451 -1.76983  0.144
H21 3.47292 1.66269 -1.53757  0.118
H22 0.56215 -0.67065 -3.37562  0.107
H23 1.30727 -1.37356 -5.89668  0.114
H24 4.04590 -1.56779 -6.20374  0.111
H25 5.57997 -1.12023 -4.18974  0.112
H26 3.26979 -2.81851 0.31809  0.157
H27 2.34269 -2.69210 -1.17383  0.140
F1 3.64685 3.57926 2.78434  0.036
C17 3.44952 4.89794 2.99457  -0.277
C18 2.18118 5.43189 2.83372  -0.022
C19 1.97912 6.79003 3.05583  -0.071
C20 3.04963 7.59959 3.42563  -0.085
C21 4.31981 7.05264 3.57937  -0.072
C22 4.52056 5.69285 3.36822  -0.016
H28 1.36207 4.78831 2.53799  0.091
H29 0.98911 7.21709 2.94040  0.110
H30 2.89193 8.65956 3.59444  0.107
H31 5.15346 7.68517 3.86361  0.110
H32 5.50117 5.24845 3.49203  0.117
F2 -5.05914 0.53290 -5.72832  0.055
C23 -4.45355 0.14405 -4.59538  -0.287
C24 -3.66160 1.04641 -3.90352  -0.013
C25 -3.03822 0.64469 -2.72643  -0.078
C26 -3.20527 -0.65808 -2.26022  -0.086
C27 -3.99988 -1.55640 -2.96781  -0.070
C28 -4.63225 -1.15217 -4.13888  -0.009
H33 -3.53683 2.05296 -4.28552  0.119
H34 -2.42219 1.34572 -2.17247  0.090
H35 -2.71340 -0.97237 -1.34143  0.065
H36 -4.12675 -2.57150 -2.60697  0.103
H37 -5.26133 -1.83542 -4.69725  0.121
F3 -1.52733 -0.93598 8.07875  0.064
C29 -0.79476 -1.14822 6.97609  -0.272
C30 0.57378 -0.93259 7.01700  -0.008
C31 1.33444 -1.15739 5.87503  -0.083
C32 0.71638 -1.58492 4.70234  -0.114
C33 -0.65976 -1.79338 4.67203  -0.085
C34 -1.41951 -1.57928 5.81658  -0.008
H38 1.03549 -0.59208 7.93622  0.121
H39 2.40716 -0.99924 5.89807  0.104
H40 1.31076 -1.75609 3.80967  0.087
H41 -1.14003 -2.12249 3.75640  0.101
H42 -2.49025 -1.74468 5.81374  0.111
F4 -9.11458 0.78831 -3.55811  0.060
C35 -9.22345 1.45872 -4.71669  -0.287
C36 -10.37294 2.18815 -4.97536  -0.019
C37 -10.48302 2.88638 -6.17322  -0.083
C38 -9.44706 2.83831 -7.10278  -0.098
C39 -8.29962 2.09819 -6.83373  -0.080
C40 -8.18420 1.40874 -5.63159  -0.017
H43 -11.17196 2.20703 -4.24357  0.116
H44 -11.37485 3.46663 -6.38274  0.105
H45 -9.53581 3.37981 -8.03887  0.101
H46 -7.49522 2.05819 -7.56025  0.105
H47 -7.29534 0.83530 -5.40208  0.093
F5 -6.77390 -1.54901 11.96499  0.065
C41 -6.04149 -1.76244 10.86164  -0.288
C42 -4.67290 -1.54736 10.90130  -0.011
C43 -3.91273 -1.77342 9.75877  -0.083
C44 -4.53173 -2.20164 8.58724  -0.097
C45 -5.90754 -2.40952 8.55806  -0.083
C46 -6.66677 -2.19420 9.70305  -0.018
H48 -4.21047 -1.20623 11.81997  0.117
H49 -2.84148 -1.61598 9.78076  0.089
H50 -3.93858 -2.37364 7.69519  0.081
H51 -6.38861 -2.73922 7.64353  0.104
H52 -7.73761 -2.35935 9.70112  0.117
F6 9.07048 -2.74520 -7.59011  0.071
C47 8.09132 -3.54146 -7.13919  -0.287
C48 7.73186 -4.66076 -7.87292  -0.008
C49 6.71909 -5.48956 -7.40200  -0.075
C50 6.07004 -5.18381 -6.20829  -0.099
C51 6.43633 -4.05428 -5.48254  -0.105
C52 7.45665 -3.23074 -5.94718  -0.028
H53 8.24248 -4.87812 -8.80351  0.122
H54 6.43522 -6.37212 -7.96435  0.109
H55 5.27703 -5.82880 -5.84410  0.101
H56 5.92698 -3.81523 -4.55475  0.091
H57 7.76138 -2.35183 -5.39083  0.109

## Properties
E_HOMO   -10.25 eV
Kohn-Sham gap   6.82 eV
Charge   +1

=====

2.
A cluster of 3 separate species, C52H57NO9S in total in a non-equilibrium geometry. Source: OMol25; level of theory: the ωB97M-V functional and the def2-TZVPD basis.

Last column: Löwdin charge in e.
Element x y z (Å)
C1 6.63223 0.60849 -1.07341  -0.099
C2 5.08634 0.49908 -0.91487  -0.239
C3 4.38619 1.87073 -0.81718  -0.227
C4 3.39172 2.12420 -1.94548  -0.223
C5 2.72092 3.50242 -1.80620  -0.213
C6 1.72396 3.72405 -2.93795  -0.187
C7 0.83810 5.00716 -2.83037  -0.193
C8 0.87165 5.73156 -1.48400  -0.211
C9 0.03347 5.07454 -0.36975  -0.192
C10 -1.43972 4.77990 -0.74472  -0.190
C11 -1.78440 3.31268 -0.44901  -0.199
C12 -1.44343 2.35214 -1.60817  -0.195
C13 -2.50678 1.27898 -1.88709  -0.179
C14 -2.89395 0.45925 -0.64085  -0.178
C15 -2.24599 -0.93100 -0.60727  -0.129
C16 -0.70479 -0.92062 -0.68545  -0.171
C17 -0.25112 -2.22346 -1.41476  -0.292
O1 0.03793 -1.85074 -2.76608  -0.021
C18 0.96252 -2.91554 -0.81396  -0.146
O2 2.08849 -2.04539 -0.62168  -0.170
S1 1.82939 -0.97074 0.53537  0.732
O3 2.37260 -1.34993 1.80003  -0.233
O4 2.40136 0.24592 0.05357  -0.256
C19 0.00623 -0.64308 0.65912  -0.392
O5 -0.02688 0.74803 0.87309  -0.022
C20 -0.61346 -1.32406 1.87675  -0.152
C21 -0.84186 -0.60810 3.04855  0.005
C22 -1.41271 -1.23945 4.13604  -0.128
N1 -1.76656 -2.52267 4.23679  0.089
C23 -1.53405 -3.17573 3.09231  -0.134
C24 -1.00671 -2.66266 1.93006  -0.024
H1 6.91561 1.62219 -1.35925  0.060
H2 6.97752 -0.06318 -1.86064  0.060
H3 7.13870 0.34000 -0.14654  0.063
H4 4.89901 -0.12820 -0.04455  0.081
H5 4.72591 -0.01429 -1.80980  0.099
H6 5.13093 2.66999 -0.77768  0.109
H7 3.82429 1.89031 0.12286  0.061
H8 3.89383 2.03417 -2.91603  0.119
H9 2.60038 1.36663 -1.91343  0.093
H10 2.27300 3.51127 -0.81049  0.099
H11 3.51951 4.25045 -1.83727  0.120
H12 2.30412 3.82131 -3.86017  0.107
H13 1.07415 2.85479 -3.06703  0.091
H14 -0.17395 4.72638 -3.12289  0.078
H15 1.16612 5.72603 -3.58662  0.103
H16 1.88221 5.93755 -1.12980  0.106
H17 0.41191 6.71430 -1.64854  0.109
H18 0.02793 5.79610 0.45262  0.106
H19 0.52095 4.18377 0.03273  0.090
H20 -2.05404 5.38137 -0.06807  0.103
H21 -1.70952 5.09325 -1.75326  0.104
H22 -2.84038 3.22068 -0.17632  0.111
H23 -1.19117 3.03234 0.42719  0.093
H24 -0.45245 1.91595 -1.45916  0.094
H25 -1.36809 2.96526 -2.51276  0.099
H26 -2.09934 0.60233 -2.64620  0.104
H27 -3.38684 1.76903 -2.30672  0.114
H28 -3.97343 0.29262 -0.71131  0.115
H29 -2.76533 1.02936 0.28409  0.098
H30 -2.59644 -1.45826 -1.50010  0.117
H31 -2.65407 -1.47977 0.24389  0.118
H32 -0.41156 -0.10555 -1.34453  0.132
H33 -1.06893 -2.94851 -1.45813  0.151
H34 0.97442 -1.99445 -2.93949  0.101
H35 0.74220 -3.47225 0.09830  0.119
H36 1.28485 -3.67385 -1.53095  0.146
H37 -0.93638 1.00590 1.06534  0.083
H38 -0.57311 0.43593 3.11565  0.123
H39 -1.59908 -0.63192 5.02003  0.113
H40 -1.79797 -4.23229 3.09431  0.112
H41 -0.90528 -3.30449 1.06668  0.102
O6 4.76634 -0.85601 7.00917  0.104
C25 4.34256 0.27017 6.84708  -0.278
C26 4.04183 0.78736 5.48482  -0.083
C27 4.22941 -0.04101 4.38459  0.016
C28 3.91860 0.41341 3.11333  -0.055
C29 3.41641 1.69920 2.93635  -0.034
C30 3.24252 2.53508 4.02712  0.006
C31 3.55890 2.08697 5.30423  -0.088
C32 3.38279 3.00237 6.46205  -0.280
O7 3.01347 4.14873 6.30280  0.100
C33 3.66404 2.47844 7.82867  -0.083
C34 3.47180 3.30664 8.92755  -0.005
C35 3.69872 2.82399 10.20529  -0.060
C36 4.11857 1.51061 10.39112  -0.060
C37 4.32434 0.68562 9.29836  -0.004
C38 4.10312 1.16643 8.01379  -0.083
H42 4.61330 -1.04240 4.52495  0.124
H43 4.06545 -0.22541 2.26704  0.074
H44 3.16146 2.04546 1.94278  0.089
H45 2.85699 3.53645 3.88927  0.119
H46 3.14117 4.32589 8.78096  0.119
H47 3.54502 3.46958 11.06036  0.106
H48 4.28687 1.13238 11.39119  0.106
H49 4.65389 -0.33454 9.44117  0.120
O8 -7.26316 -2.73858 -5.26382  0.107
C39 -6.50538 -3.68057 -5.15885  -0.278
C40 -5.03859 -3.46671 -5.01418  -0.083
C41 -4.54068 -2.16967 -4.97834  0.001
C42 -3.18352 -1.95503 -4.80669  -0.054
C43 -2.31602 -3.03469 -4.66834  -0.058
C44 -2.80585 -4.32929 -4.71955  0.002
C45 -4.16617 -4.55096 -4.89820  -0.083
C46 -4.67459 -5.94921 -4.96861  -0.278
O9 -3.91003 -6.89068 -4.92058  0.105
C47 -6.14293 -6.16307 -5.09246  -0.084
C48 -6.64086 -7.45969 -5.12407  -0.002
C49 -8.00624 -7.67376 -5.20719  -0.056
C50 -8.88092 -6.59302 -5.25861  -0.056
C51 -8.38897 -5.29891 -5.24088  -0.002
C52 -7.01961 -5.07810 -5.16285  -0.083
H50 -5.21658 -1.33142 -5.08097  0.121
H51 -2.79703 -0.94409 -4.77477  0.105
H52 -1.25938 -2.86182 -4.52105  0.091
H53 -2.13338 -5.17039 -4.61693  0.120
H54 -5.95980 -8.29858 -5.07955  0.121
H55 -8.39264 -8.68444 -5.22814  0.108
H56 -9.94827 -6.76281 -5.31456  0.108
H57 -9.06789 -4.45819 -5.28419  0.121

## Properties
E_HOMO   -9.39 eV
Kohn-Sham gap   8.25 eV
Structure (SMILES)   CCCCCCCCCCCCCCC[C@@H]1[C@@H](O)COS(=O)(=O)[C@]1(O)c1ccncc1.O=C1c2ccccc2C(=O)c2ccccc21.O=C1c2ccccc2C(=O)c2ccccc21

=====

3.
A structure of composition C52H61F3N4O4P2S4SeSiTa in a non-equilibrium geometry. Source: OMol25; level of theory: the ωB97M-V functional and the def2-TZVPD basis.

Last column: Löwdin charge in e.
Element x y z (Å)
Ta1 -0.46767 -0.41987 -1.89763  1.169
N1 1.57696 -1.29501 0.14677  -0.296
S1 2.51523 -1.16026 1.32758  0.896
N2 2.79034 0.37451 1.77900  -0.334
S2 1.68527 1.38749 2.17265  0.944
N3 0.22156 1.02526 1.86533  -0.371
S3 -1.11555 1.13638 1.01124  0.843
N4 -1.35224 0.42259 -0.27179  -0.436
C1 -2.29326 0.53533 2.19498  -0.310
C2 -2.05399 0.58516 3.56203  -0.075
C3 -3.02740 0.10853 4.42695  -0.042
C4 -4.21393 -0.41031 3.92406  -0.027
C5 -4.43232 -0.46294 2.55349  -0.035
C6 -3.47159 0.01145 1.67378  -0.055
C7 -1.40151 2.87616 0.82176  -0.302
C8 -1.40768 3.38466 -0.46790  -0.075
C9 -1.57817 4.75126 -0.63808  -0.042
C10 -1.75431 5.57525 0.46468  -0.029
C11 -1.77668 5.04124 1.74851  -0.031
C12 -1.60344 3.68024 1.93594  -0.055
C13 1.74609 1.57087 3.93270  -0.329
C14 2.65475 0.82252 4.66369  -0.042
C15 2.69118 0.98821 6.04220  -0.026
C16 1.84878 1.90159 6.65753  -0.024
C17 0.96351 2.66766 5.90349  -0.031
C18 0.90856 2.50716 4.53095  -0.079
C19 2.21586 2.94372 1.52724  -0.284
C20 2.98467 3.77742 2.33365  -0.036
C21 3.43852 4.97340 1.80141  -0.029
C22 3.12633 5.31904 0.49346  -0.025
C23 2.36714 4.46664 -0.29804  -0.034
C24 1.90751 3.26458 0.21167  -0.058
C25 4.17252 -1.79147 1.27114  -0.364
C26 5.21136 -1.14621 1.91723  -0.049
C27 6.46157 -1.75136 1.90708  -0.032
C28 6.64598 -2.96571 1.26237  -0.030
C29 5.58490 -3.59097 0.61502  -0.036
C30 4.33254 -3.00311 0.61346  -0.074
C31 1.83971 -2.03876 2.73574  -0.292
C32 0.58431 -1.65800 3.20302  -0.127
C33 0.05606 -2.27328 4.32349  -0.040
C34 0.77504 -3.26465 4.98015  -0.031
C35 2.02563 -3.63635 4.51235  -0.032
C36 2.57223 -3.02306 3.39226  -0.033
H1 -1.11772 0.95907 3.94829  0.092
H2 -2.85725 0.14046 5.49487  0.124
H3 -4.97042 -0.77865 4.60397  0.125
H4 -5.35577 -0.87414 2.16800  0.118
H5 -3.62626 -0.03500 0.60324  0.080
H6 -1.28109 2.72284 -1.31510  0.049
H7 -1.57995 5.17416 -1.63406  0.112
H8 -1.89421 6.63884 0.32561  0.124
H9 -1.94528 5.68478 2.60116  0.124
H10 -1.66231 3.25253 2.92794  0.103
H11 3.31989 0.12581 4.17456  0.103
H12 3.38990 0.40976 6.63081  0.125
H13 1.89026 2.03255 7.73049  0.126
H14 0.32886 3.39787 6.38702  0.124
H15 0.25469 3.12538 3.93003  0.103
H16 3.23604 3.50989 3.35009  0.121
H17 4.03947 5.63294 2.41193  0.125
H18 3.48501 6.25487 0.08653  0.125
H19 2.14024 4.73189 -1.32182  0.120
H20 1.34507 2.58720 -0.41263  0.078
H21 5.06112 -0.19126 2.39919  0.107
H22 7.29316 -1.26671 2.39976  0.122
H23 7.62420 -3.42689 1.25660  0.123
H24 5.73885 -4.53303 0.10706  0.121
H25 3.49551 -3.46787 0.10532  0.122
H26 0.02010 -0.88883 2.69653  0.053
H27 -0.92056 -1.97701 4.68428  0.109
H28 0.36211 -3.74490 5.85711  0.123
H29 2.59094 -4.40515 5.02123  0.124
H30 3.55337 -3.31847 3.05543  0.112
C37 -1.03787 -2.89352 1.03507  -0.227
P1 -1.33018 -2.71206 -0.73864  0.870
C38 -3.03895 -3.30909 -0.90205  -0.206
C39 -0.38760 -3.99186 -1.60754  -0.383
C40 0.15155 -5.10332 -0.97438  -0.060
C41 0.77962 -6.09071 -1.72343  -0.038
C42 0.86159 -5.97557 -3.10273  -0.034
C43 0.32815 -4.86429 -3.74222  -0.054
C44 -0.29332 -3.86615 -3.00184  -0.375
P2 -0.90152 -2.32625 -3.74832  0.784
C45 -2.51737 -2.62009 -4.51636  -0.209
C46 0.16022 -2.02392 -5.18704  -0.223
H31 0.00564 -3.13730 1.21276  0.031
H32 -1.68476 -3.67398 1.43634  0.077
H33 -1.26923 -1.95226 1.52996  0.020
H34 -3.06855 -4.29486 -0.43474  0.072
H35 -3.32795 -3.41751 -1.94080  0.026
H36 -3.72851 -2.63206 -0.40239  0.042
H37 0.08015 -5.21643 0.10024  0.109
H38 1.19691 -6.95709 -1.22796  0.121
H39 1.34451 -6.74939 -3.68383  0.123
H40 0.41449 -4.78122 -4.81824  0.114
H41 -2.43938 -3.50353 -5.15163  0.072
H42 -2.75619 -1.75499 -5.13650  0.048
H43 -3.31693 -2.76045 -3.79835  0.023
H44 -0.04137 -2.75592 -5.96946  0.066
H45 1.20652 -2.07925 -4.89308  0.059
H46 -0.04927 -1.02731 -5.57442  0.033
C47 -2.62657 3.88718 -4.57560  -0.190
Si1 -1.58053 2.51860 -5.28275  0.354
C48 -2.35817 1.60182 -6.69304  -0.203
C49 0.21831 2.91908 -5.48640  -0.197
Se1 -1.62256 0.87477 -3.49594  0.470
H47 -2.12658 4.84292 -4.74829  0.049
H48 -2.79304 3.77708 -3.50401  0.009
H49 -3.59831 3.91708 -5.06984  0.049
H50 -2.46834 2.29356 -7.53353  0.056
H51 -3.35127 1.23526 -6.43180  0.042
H52 -1.73798 0.76895 -7.02521  0.036
H53 0.31263 3.72514 -6.22000  0.056
H54 0.77906 2.05972 -5.85165  0.035
H55 0.66114 3.25777 -4.54928  0.035
C50 -6.07006 0.71601 -1.10035  -0.060
C51 -4.73960 0.62612 -1.81532  -0.341
O1 -4.23308 -0.71546 -1.86059  -0.158
H56 -6.37755 1.75670 -0.99510  0.090
H57 -6.00544 0.27537 -0.10408  0.062
H58 -6.85279 0.19453 -1.65392  0.088
H59 -3.97128 1.20465 -1.29723  0.079
H60 -4.81698 1.02876 -2.83010  0.104
H61 -4.89800 -1.26705 -2.28881  0.092
F1 1.60940 0.48429 -4.00356  0.049
C52 2.63429 0.51975 -3.12473  -0.651
F2 3.68732 -0.01892 -3.71216  0.173
F3 2.88535 1.80219 -2.86286  0.144
S4 2.21092 -0.37316 -1.51248  0.622
O2 1.29181 -1.40629 -2.24027  -0.524
O3 3.58834 -0.40195 -1.11227  -0.239
O4 1.09677 0.68595 -1.19727  -0.530

## Properties
E_HOMO   -15.27 eV
Kohn-Sham gap   7.74 eV
Charge   +3
Relative energy (zero: lowest compared OMol25 entry of this formula, charge and spin)   0.0 kcal per mole